DFT (the ωB97M-V functional and the def2-TZVPD basis) results for a structure of composition C30H23BrCoN3O4 in a non-equilibrium geometry.

```
62
Properties=species:S:1:pos:R:3
Co -0.37 -0.70 -0.22
C 2.71 -0.27 -3.07
O 1.54 0.50 -3.45
C 0.57 0.16 -2.63
N 0.83 -0.77 -1.78
C 2.23 -1.15 -1.89
C 2.96 -0.97 -0.57
C 4.33 -1.20 -0.51
C 5.01 -1.16 0.70
C 4.32 -0.89 1.87
C 2.96 -0.63 1.83
C 2.30 -0.67 0.61
C -0.72 0.83 -2.56
C -1.27 1.56 -3.55
C -2.59 2.08 -3.30
C -3.19 1.92 -2.12
C -2.51 1.22 -0.98
N -1.28 0.62 -1.33
C -3.10 -0.44 0.58
N -1.90 -0.71 0.99
C -1.99 -1.45 2.24
C -3.51 -1.74 2.34
O -4.10 -0.94 1.29
C -1.13 -2.69 2.24
C -0.96 -3.39 3.44
C -0.18 -4.53 3.48
C 0.45 -4.99 2.33
C 0.29 -4.31 1.14
C -0.49 -3.16 1.10
H 3.49 0.43 -2.79
H 3.02 -0.85 -3.93
H 2.30 -2.21 -2.16
H 4.88 -1.43 -1.43
H 6.07 -1.33 0.72
H 4.84 -0.88 2.82
H 2.41 -0.40 2.73
H 1.23 -0.43 0.61
H -0.76 1.69 -4.49
H -3.09 2.62 -4.09
H -4.19 2.29 -1.91
H -1.67 -0.80 3.05
H -3.95 -1.43 3.29
H -3.75 -2.79 2.16
H -1.44 -3.03 4.34
H -0.06 -5.07 4.41
H 1.06 -5.89 2.37
H 0.76 -4.68 0.23
H -0.65 -2.68 0.13
Br 2.70 3.77 -0.77
C 0.86 4.16 -0.57
C 0.38 5.44 -0.76
C -0.97 5.69 -0.59
C -1.85 4.66 -0.27
C -1.36 3.37 -0.11
C 0.00 3.12 -0.24
C -2.30 2.25 0.21
O -2.90 2.13 1.25
O -3.46 0.22 -0.47
H 1.06 6.24 -1.04
H -1.35 6.70 -0.72
H -2.90 4.86 -0.14
H 0.41 2.13 -0.06
```

The total charge is +1. The energy above the lowest of the compared OMol25 structures with the same formula, charge and spin comes out at 26.6 kcal/mol. As for the spin multiplicity: 2. As for the gap between HOMO and LUMO (alpha / beta): 6.87 / 7.50 eV.

DFT (the ωB97M-V functional and the def2-TZVPD basis) results for a structure of composition C30H23BrN6O2Pd in a non-equilibrium geometry.

```
63
Properties=species:S:1:pos:R:3
Pd 0.16 0.24 -0.04
C 2.75 -2.15 0.52
N 2.73 -0.71 0.37
C 3.05 0.10 1.52
C 1.86 0.28 2.42
N 0.61 0.19 2.05
C -0.16 0.42 3.18
C -1.54 0.41 3.34
C -2.03 0.65 4.61
C -1.17 0.90 5.70
C 0.20 0.90 5.55
C 0.69 0.66 4.27
N 1.97 0.55 3.75
C 1.37 -2.74 0.35
N 0.28 -2.06 0.22
C -0.74 -3.00 0.06
C -2.10 -2.80 -0.14
C -2.89 -3.93 -0.26
C -2.34 -5.22 -0.18
C -0.99 -5.42 0.01
C -0.20 -4.28 0.12
N 1.16 -4.09 0.31
H 3.14 -2.44 1.50
H 3.40 -2.60 -0.23
H 3.20 -0.39 -0.46
H 3.36 1.09 1.17
H 3.88 -0.31 2.11
H -2.18 0.23 2.50
H -3.10 0.65 4.78
H -1.60 1.08 6.67
H 0.86 1.08 6.39
H 2.83 0.70 4.25
H -2.50 -1.80 -0.21
H -3.96 -3.82 -0.41
H -3.00 -6.08 -0.28
H -0.57 -6.42 0.06
H 1.86 -4.81 0.39
Br 3.02 2.76 -3.78
C 1.83 1.60 -4.69
C 1.89 1.66 -6.08
C 1.08 0.85 -6.86
C 0.19 -0.03 -6.25
C 0.13 -0.07 -4.86
C 0.94 0.73 -4.06
C 0.77 0.60 -2.56
O 1.52 1.19 -1.77
O -0.19 -0.15 -2.17
H 2.57 2.36 -6.55
H 1.13 0.92 -7.94
H -0.44 -0.67 -6.84
H -0.56 -0.73 -4.36
N -3.61 6.57 0.45
C -3.02 5.59 0.38
C -2.27 4.36 0.29
C -0.88 4.39 0.16
C -0.17 3.21 0.08
C -0.83 1.98 0.13
C -2.21 1.96 0.24
C -2.94 3.14 0.33
H -0.38 5.35 0.12
H 0.90 3.24 -0.04
H -2.75 1.01 0.26
H -4.02 3.12 0.42
```

The energy above the lowest of the compared OMol25 structures with the same formula, charge and spin comes out at 18.9 kcal/mol. As for the gap between HOMO and LUMO: 7.59 eV.

DFT (the ωB97M-V functional and the def2-TZVPD basis) results for a structure of composition C30H23N8O2SSm in a non-equilibrium geometry.

```
65
Properties=species:S:1:pos:R:3
Sm -0.02 -0.60 -1.12
C -0.61 3.22 -3.84
C -0.70 1.93 -3.33
N -0.49 1.70 -2.03
C -0.16 2.74 -1.24
C 0.00 4.00 -1.80
N -0.23 4.24 -3.08
C 0.01 2.46 0.21
C 0.06 3.47 1.16
C 0.21 3.16 2.51
C 0.32 1.80 2.84
C 0.28 0.84 1.85
N 0.12 1.17 0.56
C 0.41 -0.61 2.14
C 1.09 -1.09 3.25
N 1.21 -2.39 3.49
C 0.66 -3.23 2.63
C 0.00 -2.77 1.49
N -0.12 -1.47 1.25
C 0.26 4.21 3.55
C 0.81 3.97 4.81
C 0.84 5.00 5.74
N 0.37 6.22 5.51
C -0.15 6.45 4.31
C -0.23 5.49 3.30
H -0.82 3.42 -4.88
H -0.95 1.09 -3.96
H 0.34 4.84 -1.20
H -0.03 4.49 0.85
H 0.39 1.49 3.87
H 1.56 -0.42 3.95
H 0.75 -4.29 2.82
H -0.42 -3.46 0.77
H 1.23 3.01 5.08
H 1.27 4.82 6.72
H -0.54 7.45 4.13
H -0.69 5.77 2.37
C -5.09 -4.89 -1.09
C -3.76 -4.33 -1.48
C -3.47 -2.97 -1.31
C -2.24 -2.46 -1.69
C -1.28 -3.30 -2.27
C -1.55 -4.65 -2.45
C -2.78 -5.14 -2.05
S 0.24 -2.67 -2.88
O -0.12 -1.24 -3.22
O 0.78 -3.46 -3.93
N 1.12 -2.51 -1.55
C 2.37 -1.81 -1.75
C 3.46 -2.37 -2.38
C 4.60 -1.58 -2.51
C 4.60 -0.28 -2.01
C 3.47 0.20 -1.40
N 2.36 -0.56 -1.26
H -5.73 -4.14 -0.63
H -4.97 -5.71 -0.39
H -5.61 -5.29 -1.97
H -4.22 -2.31 -0.88
H -2.13 -1.38 -1.61
H -0.82 -5.29 -2.92
H -3.00 -6.20 -2.20
H 3.42 -3.38 -2.75
H 5.48 -1.98 -3.00
H 5.47 0.35 -2.10
H 3.42 1.20 -0.98
```

The total charge is +2. As for the spin multiplicity: 6. As for the gap between HOMO and LUMO (alpha / beta): 7.37 / 7.42 eV.

DFT (the ωB97M-V functional and the def2-TZVPD basis) results for a structure of composition C30H24BIrN12O2 in a non-equilibrium geometry.

```
70
Properties=species:S:1:pos:R:3
Ir -0.23 -0.25 0.27
O 1.48 2.30 2.57
C 1.24 1.14 2.38
N -0.04 0.61 2.15
C -1.05 0.75 3.02
C -0.99 1.48 4.23
C -2.05 1.44 5.08
C -3.21 0.68 4.77
C -3.31 -0.03 3.61
C -2.23 -0.01 2.69
N -2.20 -0.60 1.48
C -3.20 -1.53 1.14
O -3.75 -2.26 1.92
C -3.55 -1.56 -0.31
C -4.81 -1.95 -0.72
C -5.12 -1.87 -2.06
C -4.15 -1.43 -2.95
C -2.90 -1.09 -2.45
N -2.62 -1.13 -1.15
C 2.22 -1.02 1.30
C 3.36 -1.99 1.35
C 3.14 -3.31 1.56
C 1.83 -3.80 1.69
C 0.75 -2.93 1.45
N 0.90 -1.66 1.22
H -0.11 2.07 4.46
H -2.01 2.00 6.01
H -4.04 0.66 5.47
H -4.19 -0.61 3.39
H -5.51 -2.31 0.02
H -6.11 -2.14 -2.42
H -4.35 -1.36 -4.01
H -2.12 -0.76 -3.13
H 4.36 -1.59 1.26
H 3.99 -3.99 1.62
H 1.64 -4.84 1.91
H -0.27 -3.29 1.41
C 0.87 -2.23 -3.38
C 0.35 -2.22 -2.07
N 0.24 -0.99 -1.62
N 0.71 -0.16 -2.60
C 1.08 -0.91 -3.67
B 0.84 1.31 -2.43
N 3.09 0.74 -0.10
C 4.01 1.04 0.93
C 3.67 0.76 2.19
C 2.36 0.06 2.41
N 2.23 -0.15 0.03
N -0.19 2.03 -1.66
C -0.67 3.30 -1.87
C -1.67 3.54 -0.97
C -1.76 2.37 -0.19
N -0.91 1.46 -0.63
N 1.94 1.97 -3.05
C 3.02 1.43 -3.74
C 3.90 2.41 -3.96
C 3.32 3.57 -3.36
N 2.16 3.32 -2.81
H 1.04 -3.09 -4.01
H 0.03 -3.06 -1.47
H 1.42 -0.46 -4.60
H 4.88 1.61 0.64
H 4.26 1.11 3.03
H 2.31 -0.42 3.39
H -0.28 3.92 -2.65
H -2.25 4.44 -0.86
H -2.43 2.15 0.63
H 3.06 0.38 -4.00
H 4.85 2.35 -4.47
H 3.72 4.58 -3.31
```

The total charge is +2. The energy above the lowest of the compared OMol25 structures with the same formula, charge and spin comes out at 22.0 kcal/mol. As for the spin multiplicity: 5. As for the gap between HOMO and LUMO (alpha / beta): 6.70 / 5.81 eV.

DFT (the ωB97M-V functional and the def2-TZVPD basis) results for a structure of composition C30H24Cl2CuF12N6O16S4 in a non-equilibrium geometry.

```
95
Properties=species:S:1:pos:R:3
Cu 0.68 0.78 0.05
C 1.41 3.86 -2.51
F 1.76 4.58 -1.46
F 1.35 4.59 -3.71
F 2.33 3.03 -2.76
S -0.26 2.87 -2.16
O -1.37 3.66 -2.75
O -0.10 1.55 -2.74
N -0.37 2.54 -0.36
S -1.63 3.42 -0.02
O -1.31 4.81 -0.31
O -2.92 2.91 -0.58
C -1.81 3.17 1.90
F -2.37 2.01 2.20
F -0.57 3.26 2.57
F -2.59 4.10 2.38
C 1.51 0.84 3.93
F 1.56 2.09 3.40
F 2.77 0.56 4.20
F 0.67 0.84 4.99
S 0.93 -0.47 2.63
O 0.71 -1.79 3.32
O -0.33 0.09 2.02
N 1.91 -0.36 1.24
S 3.13 -1.30 1.46
O 4.21 -0.66 0.67
O 3.50 -1.57 2.81
C 2.54 -2.87 0.47
F 3.46 -3.76 0.45
F 1.34 -3.38 0.87
F 2.25 -2.42 -0.72
Cl -5.07 -1.97 -4.08
C -5.59 -0.94 -2.66
C -4.58 0.05 -2.33
Cl -5.39 1.51 -1.64
H -5.79 -1.62 -1.83
H -6.46 -0.34 -2.92
H -4.05 0.31 -3.25
H -3.93 -0.11 -1.46
C 5.33 5.76 3.10
C 3.92 5.81 2.94
C 3.30 4.79 2.22
C 4.05 3.88 1.44
C 5.49 3.97 1.50
C 6.08 4.87 2.42
N 3.49 2.77 0.64
O 4.32 1.97 0.22
O 2.26 2.65 0.46
H 5.79 6.46 3.79
H 3.38 6.59 3.45
H 2.22 4.69 2.26
H 6.12 3.27 0.97
H 7.11 4.90 2.75
C 2.19 -0.56 -6.62
C 1.20 -0.62 -5.60
C 1.58 -0.49 -4.31
C 2.88 -0.07 -3.95
C 3.81 0.13 -4.98
C 3.42 -0.17 -6.24
N 3.18 0.10 -2.53
O 2.27 0.35 -1.71
O 4.34 -0.08 -2.24
H 1.96 -0.59 -7.67
H 0.16 -0.73 -5.85
H 0.86 -0.83 -3.58
H 4.84 0.34 -4.75
H 4.11 -0.15 -7.07
C -2.92 -5.23 0.31
C -1.90 -4.63 0.96
C -1.37 -3.45 0.44
C -1.89 -2.90 -0.69
C -3.05 -3.46 -1.32
C -3.49 -4.69 -0.89
N -1.32 -1.66 -1.23
O -1.48 -1.41 -2.40
O -0.58 -0.93 -0.52
H -3.22 -6.20 0.66
H -1.35 -5.06 1.78
H -0.69 -2.88 1.05
H -3.58 -3.10 -2.19
H -4.32 -5.15 -1.41
C -3.22 -4.14 4.62
C -4.30 -4.37 3.78
C -4.47 -3.66 2.58
C -3.74 -2.43 2.43
C -2.65 -2.20 3.25
C -2.45 -3.01 4.43
N -4.07 -1.56 1.22
O -3.50 -0.47 1.02
O -4.97 -1.97 0.43
H -3.03 -4.85 5.41
H -4.80 -5.31 3.97
H -5.31 -3.95 1.97
H -2.06 -1.31 3.11
H -1.47 -2.88 4.86
```

As for the spin multiplicity: 2. As for the gap between HOMO and LUMO (alpha / beta): 8.66 / 6.60 eV.

DFT (the ωB97M-V functional and the def2-TZVPD basis) results for a structure of composition C30H24GeN3S4SbW.

```
64
Properties=species:S:1:pos:R:3
W -0.51 -2.52 0.03
S -3.62 -0.96 2.67
Sb -2.76 -3.02 2.32
S -0.36 -3.11 2.42
S -2.63 -3.59 -0.09
S -3.60 -4.84 3.38
C -1.40 -0.19 -5.08
C -2.14 -0.37 -3.92
C -1.68 -1.19 -2.90
C -0.44 -1.83 -3.00
C 0.30 -1.66 -4.18
C -0.18 -0.85 -5.20
N 0.04 -2.60 -1.93
N 1.19 -3.33 -2.27
C 1.97 -3.48 -1.25
C 3.25 -4.13 -1.38
C 4.13 -4.09 -0.36
C 3.79 -3.44 0.86
C 2.53 -2.94 0.99
N 1.61 -2.99 0.00
H -1.76 0.45 -5.88
H -3.10 0.12 -3.80
H -2.28 -1.34 -2.01
H 1.25 -2.16 -4.27
H 0.41 -0.73 -6.10
H 3.47 -4.60 -2.33
H 5.11 -4.55 -0.47
H 4.48 -3.39 1.69
H 2.20 -2.49 1.91
C -0.88 -0.84 0.31
Ge -0.58 0.94 0.88
C 0.59 1.79 -0.46
C 1.12 1.04 -1.51
C 1.93 1.63 -2.47
C 2.23 2.98 -2.39
C 1.71 3.74 -1.35
C 0.89 3.15 -0.40
C -2.18 2.05 1.06
C -3.36 1.69 0.41
C -4.49 2.49 0.49
C -4.45 3.66 1.23
C -3.29 4.03 1.90
C -2.16 3.22 1.81
C 0.41 0.96 2.57
C -0.23 0.68 3.78
C 0.50 0.62 4.96
C 1.87 0.83 4.95
C 2.52 1.10 3.76
C 1.79 1.17 2.57
H 0.89 -0.02 -1.57
H 2.32 1.03 -3.28
H 2.86 3.44 -3.14
H 1.93 4.80 -1.29
H 0.48 3.76 0.40
H -3.40 0.75 -0.13
H -5.40 2.19 -0.01
H -5.34 4.28 1.31
H -3.27 4.93 2.50
H -1.27 3.50 2.36
H -1.29 0.47 3.79
H -0.01 0.38 5.89
H 2.44 0.77 5.88
H 3.59 1.26 3.74
H 2.30 1.37 1.64
```

The total charge is -2. The energy above the lowest of the compared OMol25 structures with the same formula, charge and spin comes out at 0.0 kcal/mol. As for the gap between HOMO and LUMO: 6.24 eV.

DFT (the ωB97M-V functional and the def2-TZVPD basis) results for a structure of composition C30H24N4O2S3Ti.

```
64
Properties=species:S:1:pos:R:3
Ti 0.70 -0.98 0.33
O 2.71 -3.53 2.70
C 1.92 -3.08 1.92
O 1.98 -1.88 1.37
C 0.72 -3.87 1.44
C 0.54 -5.20 1.86
C -0.55 -5.87 1.38
C -1.43 -5.23 0.48
C -2.57 -5.88 -0.06
C -3.39 -5.23 -0.92
C -3.12 -3.89 -1.29
C -2.03 -3.23 -0.79
C -1.17 -3.89 0.12
N -0.08 -3.23 0.62
H 1.25 -5.63 2.54
H -0.74 -6.90 1.67
H -2.76 -6.91 0.23
H -4.26 -5.73 -1.33
H -3.77 -3.38 -1.99
H -1.82 -2.22 -1.08
C 2.92 3.31 0.53
C 2.44 2.86 -0.69
C 1.87 1.60 -0.79
C 1.80 0.75 0.32
C 2.34 1.21 1.53
C 2.87 2.49 1.64
H 3.33 4.31 0.61
H 2.49 3.50 -1.57
H 1.50 1.26 -1.75
H 2.34 0.57 2.40
H 3.25 2.84 2.59
S 0.42 4.35 4.27
C -0.21 3.20 3.28
S -0.29 1.50 3.69
C -0.90 1.14 2.10
N -1.06 2.17 1.35
N -0.70 3.32 2.01
C -0.82 4.53 1.27
C -0.40 4.55 -0.05
C -0.54 5.71 -0.80
C -1.09 6.85 -0.22
C -1.51 6.82 1.10
C -1.38 5.66 1.85
S -1.21 -0.51 1.60
H 0.02 3.65 -0.48
H -0.21 5.73 -1.83
H -1.18 7.76 -0.80
H -1.94 7.70 1.55
H -1.71 5.63 2.88
C -1.49 0.48 -1.89
C -0.49 -0.50 -2.41
C -0.29 -0.94 -3.68
C 0.79 -1.88 -3.66
C 1.21 -1.99 -2.38
C 2.32 -2.82 -1.81
N 0.43 -1.15 -1.57
H -1.98 0.97 -2.73
H -1.03 1.25 -1.27
H -2.27 0.01 -1.28
H -0.85 -0.60 -4.54
H 1.22 -2.40 -4.51
H 2.91 -3.23 -2.63
H 1.95 -3.66 -1.22
H 3.00 -2.23 -1.19
```

The energy above the lowest of the compared OMol25 structures with the same formula, charge and spin comes out at 0.1 kcal/mol. As for the gap between HOMO and LUMO: 6.77 eV.